ORCA calculation (the ωB97M-V functional and the def2-TZVPD basis) on a 11-piece molecular cluster, C36H90BN6O22 overall in a non-equilibrium geometry.

Properties
Energy relative to the best compared isomer or geometry (same formula, charge and spin)   0.0 kJ/mol
Lowest unoccupied orbital energy   0.0742 Eh
Spin multiplicity   1
Net charge   -1
E_tot   -93457.912 eV
Gap between HOMO and LUMO   8.69 eV

Atoms and positions in Å:
H (3.69868, -0.02392, -3.77232)
C (0.42501, 0.02281, -6.35291)
H (0.32621, 5.16543, 4.33289)
H (-0.87512, 2.42742, 5.43297)
H (1.67422, 0.65645, -2.92635)
C (-4.45395, -1.67043, -4.44667)
H (-6.04260, -2.53845, -5.26409)
O (-0.13848, -2.63477, -1.41443)
H (1.44850, 5.85004, 3.08527)
N (-4.99471, -0.36828, 4.08789)
C (4.47686, -2.97794, -1.49041)
H (-3.93373, -1.56037, -6.87827)
C (-1.26103, -0.45402, -1.32023)
H (-2.49042, 6.55066, -0.07531)
H (2.99029, -3.05465, 3.67367)
H (1.90263, -4.57443, 1.84236)
H (2.61148, -1.15899, -1.62144)
N (-1.31455, -5.29288, -1.42902)
O (2.19521, 4.30737, 4.24137)
H (-0.72621, -7.02255, -2.40198)
C (-4.49037, 2.41928, -2.74441)
O (-0.28783, -0.09372, 5.79458)
H (2.28279, 1.45727, -1.66625)
H (-1.23728, 3.46901, -0.27240)
O (2.09993, 2.98463, 1.40873)
H (3.89396, 1.36358, 2.42592)
C (1.76870, 6.39789, 5.17335)
H (1.32130, -1.36177, 3.03632)
H (1.25059, -1.78581, -7.19725)
N (2.47428, 1.21020, -2.63430)
H (5.18317, -3.70600, -1.88861)
H (1.65067, 4.85262, 6.30198)
C (-0.61957, 3.27118, 7.40071)
H (3.75254, -4.52946, 1.95225)
N (-2.26206, 1.53197, 6.71503)
C (-0.92330, 2.10215, 6.48426)
H (3.65807, -7.63174, -2.50470)
H (-1.02670, 4.18439, 6.97338)
H (4.02981, -0.52997, -0.82171)
H (-3.42508, 1.62727, -4.36709)
H (-4.20096, -1.55406, -3.38906)
C (4.91625, 1.22411, -2.57178)
H (-3.79600, -1.99977, 2.27864)
H (1.07033, 1.40896, 6.22783)
C (-0.39281, -5.98318, -2.35612)
H (1.25298, 0.69751, -4.68193)
O (0.61727, -1.00420, -0.07539)
H (3.46747, -5.84320, -2.46796)
C (2.70987, -2.78540, 2.64732)
H (2.83991, 6.64261, 5.09873)
H (-2.26105, -5.44221, -1.75708)
C (3.60837, -1.64749, 2.20624)
O (1.48525, 5.79462, 6.43929)
H (1.48159, -1.20328, 5.73202)
C (4.32995, 0.49309, 2.92652)
H (3.36527, -1.39935, 1.15875)
O (1.77770, -6.98904, -2.29182)
H (0.90969, -6.16321, -0.65028)
H (0.47343, 3.41435, 7.32541)
H (0.01446, -2.06424, 5.45624)
C (-1.32284, 4.54912, -0.39723)
H (3.47362, -3.43182, -1.47852)
H (-2.28961, 0.67684, 6.16610)
H (-4.47689, -0.67071, 1.40148)
O (-2.18332, 2.74013, -3.17916)
H (2.38047, -0.83020, -6.16403)
O (-4.74335, 1.05018, -2.35663)
O (-3.20228, -2.09172, -6.54766)
H (-3.86272, 0.64009, -2.23562)
C (-3.44768, 2.56425, -3.77948)
H (-3.65491, 3.29832, -4.57039)
H (2.86147, -2.31182, -4.60094)
H (5.78748, 0.75260, -3.02520)
H (-2.49578, -1.14678, -4.80752)
O (1.26467, 1.34943, 0.11100)
C (0.79751, 1.04132, -7.39249)
H (0.12154, 1.89486, -7.38039)
H (-2.99195, 2.12119, 6.34343)
H (-4.99759, 0.33451, 4.82916)
C (3.68290, 0.36792, -2.74619)
H (-4.15643, 4.01528, 4.81293)
H (-2.26659, 4.36757, -2.08523)
H (1.82437, 1.42325, -7.32325)
O (-0.94365, 0.63366, -0.66632)
H (4.66442, -1.95417, 2.27384)
H (0.87051, -2.29112, 1.81708)
H (1.63978, -2.81590, -3.50902)
H (-2.73080, -0.80755, 1.55938)
C (0.10618, 1.01117, 6.57153)
H (-1.10928, -4.29733, -1.47052)
C (-3.14678, -1.96950, -5.13186)
H (-0.55400, -0.32746, -6.69187)
C (1.40284, 2.02602, 1.24874)
O (-2.15981, 6.50218, 0.83225)
O (4.50738, -1.84411, -2.29639)
H (0.37725, -1.59776, 7.12235)
O (3.36275, -0.52889, 3.01161)
H (0.45887, -5.31442, -4.37391)
C (0.37022, 1.47297, 2.25181)
O (-0.24871, 0.46927, 1.66717)
H (-0.38795, 4.92081, -0.83614)
H (1.44421, -4.97051, -1.76332)
H (1.80100, 3.62978, 3.67259)
H (5.19822, 0.14597, 2.35967)
C (1.85024, -2.77067, -4.57712)
H (-4.22444, 3.81974, 3.08675)
H (1.26796, 7.36583, 5.12960)
C (1.35969, 5.44857, 4.09818)
H (3.37925, -6.76849, -0.96913)
H (-4.17816, 2.96986, -1.84973)
C (-0.22409, -1.54092, -0.93694)
O (-2.39191, 4.87322, -1.26154)
H (-5.71643, 0.00337, 3.46229)
H (-1.23928, -5.78310, -4.36617)
O (-3.85250, 2.12346, 4.19061)
C (-3.72706, -0.12969, 3.36843)
H (-2.87457, -0.41925, 3.99573)
C (-1.62519, 5.18773, 0.95666)
O (-5.39310, -2.73794, -4.58780)
H (-0.15293, -0.12842, -4.48136)
H (-0.68783, 5.21006, 1.51874)
C (-0.43741, -5.35990, -3.75148)
N (0.28188, 0.64259, -4.98996)
H (-0.73116, -4.30367, -3.68931)
H (-4.86105, -0.68062, -4.69095)
C (-3.66848, -0.92931, 2.09957)
N (1.31314, -2.33199, 2.73037)
H (-0.77376, 3.11413, 8.46437)
C (1.34327, -1.18522, -6.28342)
C (3.64149, -0.83435, -1.81485)
H (-2.69542, -2.90417, -4.80748)
B (0.18696, 0.35949, 0.26559)
C (-3.51401, 1.35575, 3.06528)
O (0.19688, 1.89685, 3.34720)
O (0.91466, -1.95142, -5.19595)
C (2.82495, -4.00743, 1.72895)
H (2.83804, -3.68821, 0.68018)
H (-4.18454, 1.66059, 2.23594)
H (-1.52167, 2.41739, -3.82567)
H (-2.49381, 1.58416, 2.73575)
O (-2.19685, -0.64640, -2.04761)
H (-2.60979, 3.73801, 3.87852)
H (2.02508, -3.75433, -5.02223)
C (0.96925, -5.96710, -1.73299)
H (-5.44542, 2.80850, -3.09545)
H (4.75329, -2.78182, -0.44332)
H (5.09768, 1.49618, -1.52779)
H (4.64645, 0.81893, 3.91793)
H (4.76796, 2.18820, -3.06419)
H (-2.35748, 4.53413, 1.45223)
C (0.43843, -1.26991, 6.07779)
C (-3.67167, 3.50273, 3.98372)
C (3.13158, -6.80078, -2.04172)
H (0.17698, 0.66047, 7.61614)
H (0.73926, 0.62013, -8.40358)



ORCA calculation (the ωB97M-V functional and the def2-TZVPD basis) on one molecule with the formula C5H9NO.

Properties
Energy relative to the best compared isomer or geometry (same formula, charge and spin)   175.8 kJ/mol
Lowest unoccupied orbital energy   0.0339 Eh
Spin multiplicity   1
Net charge   0
E_tot   -8867.391 eV
Gap between HOMO and LUMO   10.44 eV

Atoms and positions in Å:
C (-0.04848, 0.70045, 0.24031)
H (-0.77981, 0.45814, -2.43825)
H (-1.10431, 0.71538, 0.54880)
H (-0.70614, -1.76769, 0.86927)
H (0.46659, 2.49685, 2.03020)
C (0.17606, -0.46958, -0.71312)
O (0.65605, -2.78019, -0.22323)
H (1.19445, -0.43718, -1.11655)
H (1.51989, 1.39352, 3.10960)
C (-0.83645, -0.47271, -1.86364)
C (0.04684, -1.77507, 0.04888)
N (0.77955, 0.52571, 1.42935)
H (-0.64563, -1.30893, -2.54252)
C (0.92152, 1.51171, 2.20505)
H (-1.86180, -0.56945, -1.48411)
H (0.15053, 1.65687, -0.26596)



ORCA calculation (the ωB97M-V functional and the def2-TZVPD basis) on C17H13Cl5FNO5SiW as an isolated structure.

Properties
Energy relative to the best compared isomer or geometry (same formula, charge and spin)   9.2 kJ/mol
Lowest unoccupied orbital energy   -0.3414 Eh
Spin multiplicity   1
Net charge   +2
E_tot   -104585.638 eV
Gap between HOMO and LUMO   5.68 eV

Atoms and positions in Å:
Cl (-2.22906, 1.95925, -4.22201)
C (-1.95997, 1.81156, -1.56405)
H (0.80750, 2.09221, -0.53111)
C (-0.65414, -3.29980, 3.62766)
C (-0.88196, -2.10673, 1.62791)
C (-0.63327, -2.56327, -3.01933)
C (0.46432, -1.80333, 1.58946)
H (-1.08002, -3.88434, 4.43094)
O (-1.29986, -3.30190, -3.62233)
C (-1.48635, -2.84134, 2.61093)
H (1.34696, 1.60174, 2.25631)
H (-2.54738, -3.04690, 2.58943)
H (1.48275, 1.25800, -1.96908)
C (-3.52717, 4.02195, -1.03052)
C (3.81197, -0.62054, -0.13049)
O (1.29988, -2.08954, -4.44145)
W (-0.07347, -0.56219, -1.06963)
C (1.28362, -2.27001, 2.60784)
N (0.89392, -1.04241, 0.46946)
Cl (-3.19213, 3.79667, 1.65432)
C (0.69641, -1.91034, -3.46524)
F (-1.59513, -1.58811, 0.55190)
H (3.08132, 1.84841, 2.00889)
O (-1.19264, 0.71672, -1.79241)
H (2.34891, -2.08036, 2.60052)
Cl (-4.49582, 5.37656, -0.70385)
C (-2.16408, 2.21479, -0.25021)
C (-3.31806, 3.61334, -2.35764)
Cl (-1.42384, 1.25647, 0.98137)
H (2.50889, 1.88711, -0.82072)
H (4.57903, 0.14126, -0.28962)
C (-2.52460, 2.49882, -2.63332)
H (2.51507, 0.44111, 2.90052)
O (1.08821, -0.96960, -2.46700)
C (2.29187, 1.09396, 2.05662)
Si (2.25851, 0.16057, 0.46844)
H (4.20248, -1.32701, 0.60418)
C (1.53821, 1.36170, -0.88229)
C (-2.94611, 3.31982, 0.03731)
C (0.70805, -3.02130, 3.62350)
O (-0.94831, -2.05862, -1.74392)
H (1.33101, -3.40073, 4.42106)
Cl (-4.03134, 4.47055, -3.64069)
H (3.66585, -1.15423, -1.07166)



ORCA calculation (the ωB97M-V functional and the def2-TZVPD basis) on one molecule with the formula C2H6N2O in a non-equilibrium geometry.

Properties
Energy relative to the best compared isomer or geometry (same formula, charge and spin)   39.8 kJ/mol
Lowest unoccupied orbital energy   0.0285 Eh
Spin multiplicity   1
Net charge   0
E_tot   -7199.375 eV
Gap between HOMO and LUMO   10.41 eV

Atoms and positions in Å:
C (0.35984, -0.56713, 0.64934)
C (-1.23977, 0.14033, -1.08810)
O (-0.07318, -1.69548, 0.70568)
N (1.41182, -0.11676, 1.46420)
H (0.41455, 1.22035, -0.33891)
N (-0.06198, 0.33975, -0.28023)
H (-0.96068, -0.05642, -2.13306)
H (1.44127, 0.89586, 1.54152)
H (-1.80662, 1.07039, -1.11686)
H (2.33921, -0.49777, 1.41256)
H (-1.82445, -0.73313, -0.81613)